CH3BrO3S | ωB97M-V/def2-TZVPD

energy above the lowest of the compared OMol25 structures with the same formula, charge and spin = 76.7 kJ/mol
SMILES = COS(=O)(=O)Br
largest force on an atom = 4.0 eV/A
HOMO-LUMO gap = 10.82 eV
molecular weight = 175.003 g/mol

ORCA input file:
```
! wB97M-V def2-TZVPD RIJCOSX def2/J DEFGRID3
* xyz 0 1
C 1.158 -0.336 -0.133
O 0.375 0.509 -0.863
S -1.123 0.693 0.050
O -0.889 0.891 1.427
O -2.022 1.475 -0.673
Br -1.850 -1.348 0.035
H 2.107 -0.728 -0.581
H 0.629 -1.264 -0.003
H 1.616 0.107 0.740
*
```

=====

CH3BrP2 | ωB97M-V/def2-TZVPD

energy above the lowest of the compared OMol25 structures with the same formula, charge and spin = 60.7 kJ/mol
largest force on an atom = 2.1 eV/A
⟨S²⟩ = 2.018
HOMO-LUMO gap (spin up / spin down) = 7.44 / 8.38 eV
molecular weight = 156.887 g/mol

ORCA input file:
```
! wB97M-V def2-TZVPD RIJCOSX def2/J DEFGRID3
* xyz 0 3
C -0.832 -1.057 1.410
P -0.246 0.208 -3.707
P -0.639 1.267 -2.123
Br 0.083 -1.937 0.154
H -0.278 -0.375 2.054
H -1.721 -0.628 0.964
H 1.085 -0.387 -3.643
*
```